# 1
This record from OMol25 describes a cluster of 14 separate species, C13H46N6O15S in total. The level of theory is the ωB97M-V functional and the def2-TZVPD basis.

Each line ends with the Mulliken charge.
Geometry (Å):
C1 2.00887 -2.98482 -0.18922  -0.61
C2 2.87955 -1.87827 -1.04041  0.14
C3 2.50048 -1.83611 -2.65867  0.44
O1 2.24246 -3.00908 -3.29182  -0.59
O2 2.44214 -0.60311 -3.47289  -0.35
C4 1.04025 -0.28517 -3.85554  0.13
C5 0.73196 1.29505 -3.50376  -1.12
C6 0.90451 1.45208 -1.86391  0.45
C7 2.44511 1.84936 -1.35400  -0.76
C8 2.85153 2.09350 0.21544  0.47
N1 4.23456 2.48601 0.70539  -0.50
S1 3.92288 2.59372 2.44838  0.20
N2 2.20418 2.16003 2.61693  -0.48
C9 1.60248 1.87350 1.25801  0.25
C10 0.04342 1.47139 0.82788  -0.06
N3 -0.98470 1.31532 1.93500  -0.42
C11 -0.35505 1.25225 -0.78166  0.47
C12 -1.86531 0.90287 -1.31839  -0.78
C13 -2.37484 -0.62550 -1.01601  -0.56
N4 -3.48484 -0.91178 -2.04937  -0.52
N5 -3.06915 -0.76975 0.35308  -0.37
N6 -1.30777 -1.67237 -1.25434  0.02
H1 0.90984 -2.94701 -0.59151  -0.10
H2 2.39109 -4.09762 -0.38219  0.29
H3 1.94575 -2.73771 0.97619  0.30
H4 2.78861 -0.81755 -0.52129  -0.16
H5 4.01039 -2.25429 -0.99974  0.36
H6 0.31668 -0.96828 -3.22524  -0.14
H7 0.81208 -0.53412 -4.99984  0.32
H8 -0.29377 1.68874 -3.91440  0.36
H9 1.61491 1.92010 -3.99269  0.37
H10 3.30060 1.98076 -2.16282  0.14
H11 -1.32452 0.33279 2.03254  0.17
H12 -0.45196 1.50330 2.83667  0.37
H13 -2.66217 1.66923 -0.90464  0.35
H14 -1.86265 1.03238 -2.49755  0.20
H15 -3.04660 -0.87376 -3.00843  0.41
H16 -4.15890 -0.10822 -2.02134  0.24
H17 -2.44957 -1.26575 1.03470  0.37
H18 -3.31177 0.16848 0.74653  0.18
H19 -1.67097 -2.30716 -2.02456  0.33
H20 -1.22505 -2.33415 -0.42513  0.27
O3 -3.14053 -4.23042 -1.11984  -0.69
H21 -3.30989 -3.30931 -1.36863  0.18
H22 -3.02629 -4.19595 -0.15820  0.34
O4 -0.00797 3.36070 5.06277  -0.65
H23 0.91796 3.43334 4.78636  0.31
H24 -0.48670 3.91028 4.42420  0.31
O5 6.78037 4.05158 2.80529  -0.57
H25 7.08057 4.81240 2.28562  0.32
H26 6.36235 3.47159 2.15118  0.28
O6 1.55827 -3.64052 -6.17242  -0.64
H27 0.94718 -4.38157 -6.30066  0.36
H28 1.51783 -3.46586 -5.22013  0.37
O7 3.84316 5.41512 4.28570  -0.66
H29 4.80177 5.41989 4.14406  0.27
H30 3.47835 5.67704 3.42703  0.34
O8 -4.49668 0.86704 2.54956  -0.60
H31 -4.37397 1.82528 2.62528  0.26
H32 -5.10607 0.65131 3.27143  0.26
O9 -3.18770 -1.63615 2.96564  -0.62
H33 -3.35705 -0.71504 2.71685  0.28
H34 -3.07345 -1.60168 3.92728  0.36
O10 2.43554 7.48875 5.72368  -0.61
H35 2.60466 6.72551 5.15107  0.33
H36 1.54159 7.33287 6.06359  0.32
O11 -1.08690 -4.79886 -6.28148  -0.64
H37 -1.15189 -3.83896 -6.16572  0.31
H38 -1.97941 -5.11959 -6.08265  0.31
O12 7.92366 5.08097 5.53141  -0.64
H39 7.35994 5.86377 5.62339  0.31
H40 7.49819 4.56741 4.82840  0.33
O13 -4.43685 -3.38901 -3.83937  -0.67
H41 -4.51832 -4.04202 -3.12805  0.32
H42 -4.26303 -2.55681 -3.37438  0.35
O14 -6.86446 -0.87491 2.69030  -0.58
H43 -6.69534 -1.63815 2.11769  0.31
H44 -7.75841 -1.03079 3.03021  0.29
O15 -2.84004 -7.22138 -0.78491  -0.64
H45 -3.00939 -6.30027 -1.03370  0.40
H46 -2.72579 -7.18691 0.17672  0.29

* frontier orbital gap: 6.387 eV

# 2
This record from OMol25 describes a cluster of 10 separate species, C13H48N12O10 in total. The level of theory is the ωB97M-V functional and the def2-TZVPD basis.

Each line ends with the Mulliken spin population.
Geometry (Å):
C1 -1.64440 4.10249 1.09039  0.00
O1 -1.32204 4.73269 2.05309  0.00
N1 -0.90706 3.86916 0.03066  0.00
N2 -2.44796 3.10164 1.20663  0.00
H1 -0.02314 4.35707 0.00333  0.00
H2 -1.05621 2.98293 -0.43025  0.00
H3 -2.86342 2.97795 2.11887  0.00
H4 -2.70093 2.45122 0.47652  0.00
C2 -3.81538 -3.17455 0.17247  0.00
O2 -4.82349 -2.57009 0.23888  0.00
N3 -3.79293 -4.41967 0.05320  0.00
N4 -2.66539 -2.55548 0.35907  0.00
H5 -2.95067 -4.75688 0.49703  0.00
H6 -4.54038 -5.09641 0.11174  0.00
H7 -1.81767 -3.10184 0.30473  0.00
H8 -2.64590 -1.55081 0.25722  0.00
C3 5.26458 -0.69477 -0.71175  0.00
O3 6.27226 -1.30450 -1.05538  0.00
N5 4.49521 -1.28449 0.15021  0.00
N6 5.04965 0.60952 -0.72204  0.00
H9 4.56249 -2.27509 -0.03492  0.00
H10 3.57370 -0.91639 0.33841  0.00
H11 4.30240 1.06690 -0.21951  0.00
H12 5.82470 1.13505 -1.10046  0.00
C4 -4.34926 2.37244 4.20627  0.00
O4 -5.25098 1.59906 4.05258  0.00
N7 -3.25554 2.20304 4.86402  0.00
N8 -4.33583 3.61132 3.91971  0.00
H13 -2.93556 1.29434 5.16731  0.00
H14 -2.67212 3.01983 4.97619  0.00
H15 -3.48950 4.16227 3.93659  0.00
H16 -5.14490 3.81495 3.35046  0.00
C5 3.80298 -0.28431 -4.50316  0.00
O5 4.86647 0.11049 -4.22915  0.00
N9 3.38239 -0.56856 -5.71761  0.00
N10 2.77163 -0.27256 -3.68089  0.00
H17 2.40446 -0.76309 -5.87858  0.00
H18 4.08203 -0.33356 -6.40709  0.00
H19 2.77824 -0.05423 -2.69479  0.00
H20 1.89255 -0.35209 -4.17181  0.00
C6 0.00539 1.28043 -4.74877  0.00
C7 -0.33618 -0.22613 -4.59582  0.00
C8 -1.84059 -0.45184 -4.89002  0.00
O6 -2.24933 -1.76701 -4.84321  0.00
C9 -2.08848 -2.39323 -3.60104  0.00
N11 0.47022 -0.93988 -5.60501  0.00
H21 1.09269 1.34961 -4.71596  0.00
H22 -0.31920 1.80721 -3.85142  0.00
H23 -0.37091 1.72631 -5.66948  0.00
H24 -0.09655 -0.59136 -3.59718  0.00
H25 -1.85647 -0.13517 -5.93288  0.00
H26 -2.59664 0.12723 -4.35975  0.00
H27 -2.52006 -1.76611 -2.82092  0.00
H28 -1.02834 -2.49048 -3.36706  0.00
H29 -2.52596 -3.39136 -3.62173  0.00
H30 0.27150 -0.59782 -6.53432  0.00
H31 0.05670 -1.86124 -5.61909  0.00
C10 0.77343 0.98336 4.10111  0.07
C11 -0.11679 0.78559 2.85246  0.02
C12 0.67781 0.20166 1.64987  0.01
O7 -0.25953 -0.23815 0.60901  0.00
C13 0.44116 -0.66177 -0.55992  0.00
N12 -1.33155 0.04819 3.17226  0.74
H32 0.22637 1.13279 5.03197  0.00
H33 1.29413 1.93657 4.00971  -0.01
H34 1.51804 0.23300 4.36683  0.01
H35 -0.48656 1.78014 2.60298  0.07
H36 1.32826 -0.66025 1.79861  0.00
H37 1.36804 0.97149 1.30484  0.01
H38 0.63741 0.21292 -1.17999  0.00
H39 -0.35553 -1.07748 -1.17682  0.00
H40 1.36067 -1.21496 -0.36862  0.00
H41 -2.03872 0.71385 3.44958  -0.02
H42 -1.66746 -0.39366 2.32843  0.02
O8 4.31642 -0.83150 3.33471  0.00
H43 4.98227 -0.78837 2.64840  0.00
H44 3.82533 -1.63039 3.14276  0.00
O9 -0.83967 -1.07600 5.87360  0.07
H45 -0.55543 -0.69489 5.04283  0.01
H46 -1.71970 -0.72505 6.01002  -0.01
O10 2.58917 -1.89397 5.54802  0.00
H47 3.50794 -1.98910 5.79912  0.00
H48 2.58134 -2.04828 4.60338  0.00

* frontier orbital gap (alpha / beta): 8.097 / 2.303 eV
* multiplicity: 2
* net charge: +1

# 3
This record from OMol25 describes a cluster of 11 separate species, C13H48N4O11 in total. The level of theory is the ωB97M-V functional and the def2-TZVPD basis.

Each line ends with the Mulliken charge.
Geometry (Å):
N1 -1.72018 0.27169 2.20863  -0.32
C1 -2.09210 -0.96524 2.01575  -0.09
N2 -2.53573 -1.18816 0.81010  -0.24
O1 -1.99265 -1.91057 2.99116  -0.70
H1 -1.48169 0.40059 3.25284  0.29
H2 -2.03346 1.09109 1.68269  -0.01
H3 -2.73510 -2.22855 0.56091  0.25
H4 -2.87944 -0.40262 0.18412  0.33
N3 -0.11456 -1.11102 -0.31027  2.45
C2 0.95577 -0.57407 0.25118  -0.13
N4 0.74503 0.19751 1.24286  0.32
O2 2.24264 -0.73573 -0.14174  -0.87
H5 -0.02009 -1.77528 -1.06757  0.20
H6 -0.98571 -1.20112 0.28402  -1.06
H7 1.46231 0.86587 1.51077  0.11
H8 -0.18716 0.37629 1.63050  0.11
C3 1.52150 2.92543 -1.27267  -0.02
C4 2.92775 2.41287 -1.55923  -0.20
O3 2.99352 2.70604 -2.89573  -0.61
H9 1.13597 2.64199 -0.28681  -0.49
H10 0.75198 2.51778 -1.90196  0.12
H11 1.45686 4.00405 -1.36079  0.46
H12 3.09786 1.29643 -1.43439  0.03
H13 3.70536 2.83542 -0.92615  0.30
H14 2.73693 1.88637 -3.37105  0.38
C5 -2.08483 3.57767 1.96907  -0.90
C6 -0.73648 4.11264 1.45163  0.44
O4 -0.93120 4.82861 0.21857  -0.52
H15 -1.92757 3.25551 2.96377  0.36
H16 -2.45992 2.75525 1.36816  -0.09
H17 -2.95909 4.20709 2.09976  0.48
H18 0.01158 3.36655 1.38054  -0.43
H19 -0.38505 4.81795 2.14919  0.45
H20 -1.37784 5.65606 0.39093  0.32
C7 -0.65328 -3.71351 -3.23574  -1.03
O5 -0.26857 -3.56032 -1.88526  -0.44
H21 -0.75132 -2.74473 -3.61402  0.43
H22 -1.61027 -4.17510 -3.44887  0.36
H23 0.02991 -4.32062 -3.78436  0.29
H24 -0.69302 -4.29824 -1.42130  0.26
C8 -3.08473 -1.85296 -2.22223  -0.49
O6 -3.72757 -1.18819 -3.29128  -0.58
H25 -3.65652 -1.77612 -1.31663  0.50
H26 -2.12391 -1.34863 -1.99967  0.15
H27 -2.94378 -2.89725 -2.47422  0.32
H28 -4.39500 -0.52682 -2.95016  0.32
C9 -2.20885 1.75258 -1.27307  -0.19
O7 -3.24543 1.11949 -0.47829  -0.74
H29 -1.19003 1.51143 -1.00299  -0.26
H30 -2.19187 2.85010 -1.19329  0.41
H31 -2.51865 1.47087 -2.27881  0.39
H32 -3.88741 1.85572 -0.24221  0.31
C10 1.07165 -4.08856 0.75441  -0.72
O8 -0.07963 -3.74147 1.47776  -0.51
H33 1.71962 -4.45921 1.46207  0.40
H34 1.58089 -3.28101 0.26226  0.16
H35 0.95407 -4.91659 -0.00261  0.23
H36 0.13798 -3.12878 2.14073  0.47
C11 2.36287 -2.23979 3.30581  -0.87
O9 0.99785 -1.89173 2.98726  -0.62
H37 2.38552 -3.28991 3.61657  0.35
H38 2.68678 -1.55731 4.17487  0.27
H39 3.05852 -2.27744 2.48789  0.33
H40 1.17384 -1.10006 2.52556  0.36
C12 3.75962 1.15785 2.40003  -0.77
O10 2.67480 2.01116 2.09414  -0.52
H41 4.50920 1.93537 2.59707  0.40
H42 3.99096 0.48054 1.65749  0.25
H43 3.63832 0.54865 3.32103  0.21
H44 2.74577 2.78329 2.68892  0.27
C13 1.21856 -0.41772 -3.20598  -0.24
O11 0.08667 0.25766 -2.79011  -0.45
H45 1.43937 0.02891 -4.19376  0.39
H46 1.06833 -1.48919 -3.13059  -0.08
H47 2.17124 -0.26207 -2.58124  -0.03
H48 -0.33768 -0.13470 -2.02595  -0.02

* frontier orbital gap: 8.752 eV
* SMILES: NC(N)=O.NC(N)=O.CCO.CCO.CO.CO.CO.CO.CO.CO.CO

Number 1: energy -2377.78798 Ha. Number 2: energy -1933.19348 Ha. Number 3: energy -1570.53533 Ha.